Record 1
{"formula": "C5H10N", "method": "wB97M-V/def2-TZVPD", "species": ["C", "C", "C", "C", "C", "N", "H", "H", "H", "H", "H", "H", "H", "H", "H", "H"], "coordinates": [[0.20436, 1.50622, 0.02329], [-0.19285, -0.50189, -0.23185], [0.93301, 1.82267, 1.19582], [-1.65376, -0.59129, 0.15075], [0.88222, -2.52520, -1.31705], [0.31014, -1.56173, -0.69522], [-0.89990, 1.64298, -0.06370], [2.02651, 1.68097, 1.21773], [0.54253, 1.52665, 2.20383], [0.81019, 2.85820, 1.09706], [-2.21338, -0.39208, -0.77982], [-1.84118, 0.25644, 0.86201], [-1.80369, -1.60046, 0.58313], [0.70832, 1.70515, -0.85937], [0.84599, -2.42173, -2.44610], [1.34148, -3.40491, -0.94052]], "forces_ev_per_a": [[-2.350, -4.439, -1.079], [-0.316, 0.711, -0.052], [1.071, -0.842, 2.933], [0.651, 0.420, 0.459], [-1.592, 2.647, -1.921], [1.690, -0.133, -0.055], [1.225, 0.419, 0.400], [-0.546, -0.300, -0.501], [-0.014, 0.187, -1.100], [-0.001, 2.314, 0.536], [-0.125, -0.313, 0.450], [-0.255, -1.221, -0.437], [-0.574, 0.764, -0.284], [0.841, 0.441, -1.766], [-0.047, -0.339, 1.352], [0.342, -0.315, 1.064]], "nbo_charge": [-0.136, 0.361, -0.692, -0.691, 0.022, -0.312, 0.226, 0.257, 0.249, 0.272, 0.266, 0.238, 0.256, 0.216, 0.227, 0.241], "e_homo_ev": -14.471, "charge": 1, "energy_ev": -6826.846, "lumo_ha": -0.1782, "orbital_gap_ev": 9.6}

***

Record 2
{"formula": "C4H7FN2O", "method": "wB97M-V/def2-TZVPD", "species": ["C", "C", "N", "N", "O", "C", "C", "F", "H", "H", "H", "H", "H", "H", "H"], "coordinates": [[-1.25635, 1.65769, -0.28067], [-0.90806, 0.23541, 0.11062], [-1.70746, -0.67337, -0.20666], [-1.32929, -2.01273, -0.09928], [0.26173, 0.04720, 0.82382], [1.37173, -0.15098, 0.02354], [2.64096, 0.03842, 0.32282], [3.59087, -0.49460, -0.48624], [-2.04458, 1.77568, -1.04174], [-0.35767, 2.15193, -0.78474], [-1.49080, 2.34423, 0.60532], [-0.66680, -2.21726, 0.69301], [-2.24879, -2.50517, -0.04616], [1.12777, -0.59477, -0.97368], [3.01674, 0.39832, 1.34007]], "forces_ev_per_a": [[1.195, 1.921, 0.280], [-0.846, 1.634, -0.370], [0.387, -0.999, -0.471], [-0.829, -0.144, 1.031], [0.916, 0.082, -0.027], [-0.881, -0.858, -1.784], [0.458, -0.023, 2.429], [-0.251, 0.583, 0.127], [0.095, -0.628, 0.629], [-0.830, -0.727, 0.771], [0.272, -1.117, -1.056], [-1.132, 0.233, -0.892], [1.584, 0.129, 0.224], [0.278, 0.343, 0.871], [-0.416, -0.428, -1.761]], "nbo_charge": [-0.675, 0.468, -0.271, -0.661, -0.513, 0.033, 0.152, -0.331, 0.242, 0.221, 0.227, 0.357, 0.375, 0.196, 0.181], "e_homo_ev": -9.205, "energy_ev": -12003.966, "smiles": "C/C(=N/N)O/C=C/F", "lumo_ha": 0.0369, "orbital_gap_ev": 10.2}

***

Record 3
{"formula": "C3H2OS", "method": "wB97M-V/def2-TZVPD", "species": ["C", "C", "C", "O", "S", "H", "H"], "coordinates": [[-1.07483, -0.74574, 0.17907], [-0.91838, 0.56464, 0.00871], [-0.12729, -0.32366, -0.80981], [2.71395, 0.83454, -0.31663], [2.09365, -0.49599, -0.23990], [-1.36494, -1.46008, 1.00337], [-1.32215, 1.62629, 0.17519]], "forces_ev_per_a": [[0.553, 0.213, 2.023], [-1.455, 0.967, -1.015], [0.664, 0.162, 1.204], [0.214, 0.691, -0.011], [-1.073, -0.689, -0.476], [-0.001, 0.583, -1.672], [1.097, -1.927, -0.054]], "nbo_charge": [-0.193, -0.179, -0.137, -0.776, 0.783, 0.247, 0.255], "e_homo_ev": [-7.501, -8.438], "energy_ev": -16019.536, "lumo_ha": [-0.0291, -0.0338], "orbital_gap_ev": [6.7, 7.5]}

***

Record 4
{"formula": "C5H29N2O9", "method": "wB97M-V/def2-TZVPD", "species": ["C", "O", "C", "C", "C", "N", "C", "N", "H", "H", "H", "H", "H", "H", "H", "H", "H", "H", "H", "H", "H", "H", "H", "O", "H", "H", "O", "H", "H", "O", "H", "H", "O", "H", "H", "O", "H", "H", "O", "H", "H", "O", "H", "H", "O"], "coordinates": [[2.12166, 2.51029, 0.99388], [2.42220, 1.17506, 1.46498], [0.72835, 2.38871, 0.49643], [0.25739, 1.73197, -0.78895], [0.59485, 0.24123, -0.95593], [0.99500, -2.44832, -1.78528], [-0.11183, -1.83254, -2.15534], [-0.19124, -0.47201, -1.94203], [2.76447, 2.72436, 0.10505], [2.19610, 3.31169, 1.80414], [3.20218, 0.74262, 0.92535], [0.42644, 3.45385, 0.36318], [0.22127, 1.86444, 1.40876], [-0.86592, 1.92897, -0.76289], [0.67981, 2.16350, -1.70543], [1.64943, 0.14602, -1.29229], [0.57498, -0.21308, 0.14529], [1.44389, -1.94736, -1.05928], [1.28307, -3.32890, -2.07228], [-0.79964, -2.25945, -2.82951], [-1.01984, -0.03889, -2.10796], [4.22323, -0.57904, -1.06645], [3.55816, -1.25435, 0.11063], [3.37809, -0.60152, -0.66554], [-0.96633, -2.87994, 0.77244], [-1.43756, -1.61191, -0.05742], [-1.10643, -2.52057, -0.01950], [1.15211, -1.02120, 3.61606], [1.34421, -0.11829, 2.42997], [1.07084, -0.97052, 2.69194], [-3.43809, 1.49439, -2.47370], [-3.82731, 0.44840, -1.77972], [-2.92391, 0.91390, -1.88683], [-5.20142, -0.11303, -3.05037], [-5.54954, -1.20284, -1.97703], [-5.18592, -0.34742, -2.25049], [2.84441, -3.17823, 1.71339], [1.68210, -2.20329, 1.85192], [1.98454, -2.93995, 1.35310], [-0.91980, 2.40901, 3.03149], [-2.09232, 1.83550, 3.69989], [-1.42898, 1.62947, 3.03362], [-1.86496, 0.33467, 1.67389], [-2.15451, 0.59656, 0.15656], [-1.71326, 0.03805, 0.84223]], "forces_ev_per_a": [[1.057, -0.849, -1.216], [2.810, -0.873, -0.807], [-1.745, 1.059, 1.717], [-0.828, -0.674, -0.862], [1.926, -0.661, 2.583], [-1.973, 2.291, -0.342], [2.416, 3.113, 0.106], [1.531, -3.753, 1.123], [0.036, 0.269, 0.959], [0.154, -1.278, -1.018], [-2.359, 1.510, 1.412], [-0.514, -0.592, 0.508], [0.190, 1.146, -1.847], [1.444, -0.452, -0.449], [-0.244, 0.700, 0.322], [-0.822, 0.296, 0.384], [-0.285, 0.335, -2.482], [1.274, -0.139, 0.826], [0.186, -1.745, -0.259], [-0.789, -0.540, -0.460], [-3.371, 1.194, -0.992], [1.505, 0.200, -1.034], [-0.847, 1.376, -1.812], [-0.062, -1.945, 3.058], [0.637, -1.484, 5.146], [-0.004, -0.303, 1.554], [-1.038, 1.605, -6.121], [0.087, -0.057, 1.896], [0.750, 2.000, -0.635], [-1.008, -1.399, -0.929], [1.458, 1.131, -0.306], [1.680, -0.851, 0.935], [-2.525, -0.254, -0.326], [-0.876, 1.885, -10.163], [0.065, 0.514, -0.885], [0.323, -2.574, 10.858], [-0.140, -0.149, 0.099], [-0.685, 1.461, 1.162], [1.168, -1.739, -1.747], [1.199, 1.481, -0.272], [-0.214, -0.283, 0.104], [-1.176, -1.078, 0.559], [-0.799, 1.866, 3.904], [0.237, -0.380, 1.226], [0.169, -1.380, -5.479]], "nbo_charge": [-0.069, -0.800, -0.423, -0.413, -0.297, -0.697, 0.440, -0.534, 0.177, 0.194, 0.509, 0.217, 0.210, 0.229, 0.212, 0.235, 0.238, 0.436, 0.424, 0.222, 0.426, 0.485, 0.496, -0.962, 0.485, 0.507, -0.986, 0.484, 0.506, -0.954, 0.474, 0.501, -1.010, 0.468, 0.518, -0.936, 0.464, 0.489, -0.990, 0.478, 0.484, -0.951, 0.501, 0.494, -0.983], "e_homo_ev": -12.921, "charge": 1, "energy_ev": -27055.647, "lumo_ha": -0.0807, "orbital_gap_ev": 10.7}